Here is 2 unconnected molecules or ions with the total composition C3H9S2 from OMol25. Energies are from the ωB97M-V functional and the def2-TZVPD basis.

Output
- gap between HOMO and LUMO (eV) = 5.73
- HOMO (eV) = -2.35
- energy above the lowest of the compared OMol25 structures with the same formula, charge and spin (eV) = 1.1301
- total charge = -1

Positions of all 14 atoms, in Å:
C1 -1.85 1.50 -1.12
S1 -1.14 1.57 0.58
H1 -2.92 1.23 -1.11
H2 -1.32 0.72 -1.70
H3 -1.88 2.29 -1.89
C2 1.91 0.17 0.22
S2 1.37 -1.48 -0.29
C3 0.15 -1.86 0.94
H4 1.46 0.83 -0.51
H5 1.55 0.43 1.21
H6 2.99 0.34 0.14
H7 -0.59 -1.06 0.91
H8 0.58 -1.87 1.94
H9 -0.32 -2.82 0.69

---

Here is C4H9ClN2S in the gas phase from OMol25. Energies are from the ωB97M-V functional and the def2-TZVPD basis.

Output
- gap between HOMO and LUMO (eV) = 9.86
- HOMO (eV) = -9.28
- energy above the lowest of the compared OMol25 structures with the same formula, charge and spin (eV) = 2.3364
- SMILES = C[C@@](S)(/C=N\N)CCl

Positions of all 17 atoms, in Å:
C1 -0.12 -0.52 1.48
C2 -0.23 0.59 0.33
S1 -0.56 2.29 1.16
C3 1.26 0.72 -0.25
N1 1.92 -0.08 -1.04
N2 1.27 -1.14 -1.71
C4 -1.28 0.16 -0.65
Cl1 -1.43 1.39 -1.85
H1 0.74 -0.27 2.12
H2 -1.18 -0.69 1.99
H3 0.10 -1.63 1.20
H4 -1.46 1.77 2.19
H5 1.68 1.65 -0.08
H6 2.10 -1.66 -2.19
H7 0.58 -1.92 -1.20
H8 -1.10 -0.77 -1.30
H9 -2.27 0.11 -0.18

---

Here is 2 unconnected molecules or ions with the total composition C4H12N2 from OMol25. Energies are from the ωB97M-V functional and the def2-TZVPD basis.

Output
- gap between HOMO and LUMO (spin up / spin down) (eV) = 3.43 / 7.98
- HOMO (spin up / spin down) (eV) = 0.85 / -3.88
- energy above the lowest of the compared OMol25 structures with the same formula, charge and spin (eV) = 2.0502
- spin multiplicity = 2
- total charge = -1
- expectation value of S² = 0.753

Positions of all 18 atoms, in Å:
C1 1.47 0.99 1.14
N1 0.59 -0.07 1.63
C2 1.24 -1.30 1.08
H1 2.43 0.57 1.06
H2 1.19 1.32 0.05
H3 1.55 1.89 1.81
H4 -0.31 -0.13 1.05
H5 1.55 -1.19 0.07
H6 0.63 -2.17 1.14
H7 2.19 -1.47 1.69
C3 -0.69 0.19 -1.97
C4 -2.58 0.27 -0.48
N2 -1.38 0.68 -0.61
H8 -1.43 0.08 -2.69
H9 -0.21 -0.80 -1.80
H10 0.11 0.86 -2.38
H11 -3.12 0.32 0.44
H12 -3.22 -0.03 -1.23

---

Here is a molecular structure, C38H39N2P2Sc from OMol25. Energies are from the ωB97M-V functional and the def2-TZVPD basis.

Output
- gap between HOMO and LUMO (eV) = 7.13
- HOMO (eV) = -12.90
- total charge = +2

Positions of all 82 atoms, in Å:
Sc1 -0.30 -0.19 0.12
N1 1.97 0.31 -0.15
C1 2.58 0.50 1.19
C2 2.10 -0.58 2.13
N2 0.61 -0.54 2.23
H1 2.40 -0.48 -0.62
H2 2.17 1.11 -0.75
H3 2.29 1.49 1.55
H4 3.67 0.49 1.13
H5 2.57 -0.46 3.10
H6 2.37 -1.56 1.75
H7 0.32 0.17 2.90
H8 0.26 -1.42 2.60
C3 -2.18 3.07 0.00
C4 -2.91 2.31 1.11
P1 -2.87 0.52 0.70
C5 -4.35 0.30 -0.31
C6 -5.59 0.16 0.31
C7 -6.74 0.09 -0.47
C8 -6.65 0.18 -1.85
C9 -5.42 0.35 -2.47
C10 -4.27 0.41 -1.69
C11 -3.05 -0.43 2.24
C12 -2.49 0.05 3.42
C13 -2.48 -0.73 4.57
C14 -3.02 -2.01 4.54
C15 -3.58 -2.50 3.37
C16 -3.59 -1.72 2.22
P2 -0.39 2.66 0.14
C17 0.24 3.88 1.30
C18 0.71 3.48 2.55
C19 1.12 4.41 3.49
C20 1.08 5.76 3.18
C21 0.61 6.18 1.93
C22 0.19 5.24 1.00
C23 0.36 2.90 -1.49
C24 1.37 3.80 -1.79
C25 1.93 3.81 -3.07
C26 1.48 2.93 -4.04
C27 0.47 2.02 -3.75
C28 -0.08 2.01 -2.48
H9 -2.30 4.14 0.09
H10 -2.54 2.78 -0.99
H11 -3.95 2.61 1.19
H12 -2.44 2.50 2.08
H13 -5.67 0.08 1.39
H14 -7.71 -0.04 0.01
H15 -7.55 0.13 -2.46
H16 -5.35 0.43 -3.55
H17 -3.31 0.54 -2.18
H18 -2.08 1.06 3.48
H19 -2.07 -0.34 5.49
H20 -3.03 -2.62 5.44
H21 -4.01 -3.49 3.34
H22 -4.02 -2.11 1.30
H23 0.73 2.42 2.81
H24 1.48 4.09 4.46
H25 1.41 6.50 3.90
H26 0.57 7.23 1.69
H27 -0.19 5.59 0.04
H28 1.75 4.48 -1.04
H29 2.72 4.52 -3.30
H30 1.91 2.96 -5.04
H31 0.12 1.34 -4.51
H32 -0.90 1.32 -2.28
C29 -3.70 -4.56 -1.04
C30 -3.69 -3.18 -1.36
C31 -2.55 -2.45 -1.19
C32 -1.36 -3.03 -0.71
C33 -0.17 -2.25 -0.53
C34 1.00 -2.93 -0.24
C35 1.03 -4.33 -0.04
C36 -0.12 -5.05 -0.11
C37 -1.35 -4.42 -0.46
C38 -2.55 -5.16 -0.61
H33 -4.60 -5.14 -1.17
H34 -4.59 -2.71 -1.75
H35 -2.54 -1.41 -1.49
H36 1.94 -2.40 -0.15
H37 1.97 -4.82 0.18
H38 -0.12 -6.12 0.06
H39 -2.53 -6.23 -0.40

---

Here is 2 unconnected molecules or ions with the total composition C4H12S2 from OMol25. Energies are from the ωB97M-V functional and the def2-TZVPD basis.

Output
- gap between HOMO and LUMO (eV) = 9.94
- HOMO (eV) = -9.12
- energy above the lowest of the compared OMol25 structures with the same formula, charge and spin (eV) = 0.2412
- SMILES = CCS.CCS

Positions of all 18 atoms, in Å:
C1 -0.39 0.48 -2.32
C2 -1.57 0.14 -1.43
S1 -2.30 -1.51 -1.72
H1 -0.12 1.52 -2.21
H2 -0.64 0.30 -3.37
H3 0.47 -0.15 -2.09
H4 -1.32 0.06 -0.37
H5 -2.35 0.88 -1.50
H6 -3.10 -1.21 -2.75
C3 1.25 -0.99 1.88
C4 1.69 0.41 2.31
S2 0.38 1.64 2.23
H7 1.21 -1.03 0.79
H8 0.26 -1.25 2.26
H9 1.97 -1.73 2.22
H10 2.00 0.40 3.35
H11 2.56 0.70 1.73
H12 0.00 1.35 0.98

---

Here is a molecular structure, C7H8ClNO3S5SbTi from OMol25. Energies are from the ωB97M-V functional and the def2-TZVPD basis.

Output
- gap between HOMO and LUMO (eV) = 6.04
- HOMO (eV) = -5.67
- total charge = -1

Positions of all 27 atoms, in Å:
Ti1 -2.08 1.60 0.45
S1 -2.85 -2.16 2.95
Sb1 -3.79 -0.46 1.80
S2 -2.95 1.87 2.54
S3 -2.44 -0.46 -0.30
S4 -5.99 -0.26 1.17
Cl1 -3.79 3.43 -1.91
C1 -2.51 3.25 -0.72
H1 -2.70 4.01 0.07
H2 -1.61 3.51 -1.22
N1 0.10 1.56 0.53
C2 1.01 0.49 0.23
C3 1.15 -0.62 1.07
C4 1.95 -1.69 0.73
C5 2.54 -1.71 -0.54
C6 2.65 -0.51 -1.24
C7 1.77 0.53 -0.94
S5 2.81 -3.33 -1.33
O1 4.19 -3.83 -1.55
O2 2.15 -3.07 -2.60
O3 2.14 -4.14 -0.34
H3 0.37 2.38 -0.03
H4 0.24 1.81 1.51
H5 0.57 -0.62 2.02
H6 2.07 -2.51 1.42
H7 3.31 -0.44 -2.12
H8 1.70 1.38 -1.65

---

Here is a molecular structure, C4H10ClN3NiO2S from OMol25. Energies are from the ωB97M-V functional and the def2-TZVPD basis.

Output
- gap between HOMO and LUMO (spin up / spin down) (eV) = 7.09 / 8.02
- HOMO (spin up / spin down) (eV) = -7.08 / -8.03
- spin multiplicity = 3
- expectation value of S² = 2.009

Positions of all 22 atoms, in Å:
Ni1 -0.70 0.97 0.34
N1 -1.25 0.20 -1.70
N2 -1.47 -1.17 -1.68
C1 -1.43 -1.89 -0.54
N3 -1.59 -3.22 -0.69
S1 -1.26 -1.22 0.98
H1 -2.03 0.68 -2.13
H2 -0.38 0.42 -2.18
H3 -1.47 -1.66 -2.56
H4 -1.49 -3.67 -1.58
H5 -1.45 -3.77 0.14
C2 3.38 0.79 0.75
O1 1.96 0.98 0.91
C3 1.19 0.82 -0.18
O2 1.68 0.54 -1.27
H6 3.81 0.94 1.73
H7 3.78 1.52 0.04
H8 3.59 -0.21 0.38
Cl1 -2.73 2.43 2.34
C4 -1.01 2.05 2.03
H9 -0.65 1.48 2.88
H10 -0.47 3.00 1.98

---

Here is a molecular structure, C22H31ClInN2O4 from OMol25. Energies are from the ωB97M-V functional and the def2-TZVPD basis.

Output
- gap between HOMO and LUMO (spin up / spin down) (eV) = 3.86 / 3.86
- HOMO (spin up / spin down) (eV) = -1.09 / -1.09
- energy above the lowest of the compared OMol25 structures with the same formula, charge and spin (eV) = 0.0000
- total charge = -1

Positions of all 61 atoms, in Å:
In1 0.25 -0.95 -0.53
Cl1 -0.16 0.94 0.86
N1 -2.20 -0.33 -0.55
N2 2.45 -0.39 0.48
C1 -2.65 -0.24 -1.77
C2 3.25 0.24 -0.35
C3 -3.30 0.04 0.39
C4 -4.49 -0.35 -0.47
C5 -3.33 1.54 0.67
C6 -3.17 -0.70 1.70
H1 -3.54 2.08 -0.26
H2 -2.37 1.87 1.07
H3 -4.13 1.74 1.40
H4 -3.14 -1.77 1.52
H5 -4.05 -0.48 2.31
H6 -2.27 -0.41 2.27
C7 2.95 -0.31 1.88
C8 4.36 0.24 1.65
C9 2.86 -1.70 2.50
C10 2.20 0.65 2.77
H7 2.17 1.63 2.29
H8 2.74 0.74 3.72
H9 1.17 0.33 3.01
H10 3.46 -2.40 1.91
H11 1.83 -2.10 2.53
H12 3.22 -1.70 3.53
O1 4.36 0.73 0.23
H13 5.12 -0.55 1.73
H14 4.60 1.09 2.30
O2 -3.98 -0.22 -1.87
H15 -5.37 0.30 -0.38
H16 -4.76 -1.40 -0.31
C11 -1.79 -0.17 -3.00
C12 2.99 0.39 -1.83
C13 1.70 1.08 -2.23
H17 2.95 -0.65 -2.27
H18 3.88 0.90 -2.22
C14 0.44 0.51 -2.05
C15 -0.65 0.82 -2.83
H19 0.52 -2.60 1.07
C16 -0.70 2.16 -3.26
C17 0.43 2.97 -3.12
C18 -1.97 2.73 -3.76
C19 1.64 2.42 -2.67
H20 0.42 4.01 -3.50
C20 2.86 3.25 -2.57
H21 2.67 4.28 -2.89
H22 3.62 2.86 -3.25
H23 3.36 3.32 -1.59
H24 -2.35 2.14 -4.59
H25 -1.82 3.75 -4.13
H26 -2.81 2.80 -3.05
H27 -2.48 0.08 -3.81
H28 -1.37 -1.19 -3.17
C21 -1.05 -4.85 1.51
C22 -1.13 -3.66 0.62
O3 -1.58 -3.59 -0.50
O4 -0.48 -2.53 1.26
H29 -1.31 -5.72 0.89
H30 -1.67 -4.79 2.40
H31 -0.02 -4.90 1.89